No. 1
18
Properties=species:S:1:pos:R:3:forces:R:3 method="wB97M-V/def2-TZVPD" mol_weight_da=160.20 e_tot_ha=-853.486726 max_force_ha_per_bohr=0.021 homo_ev=-8.628 smiles="CC(=O)/N=C/S/C=C(/N)O" lumo_energy_ev=0.6 de_lowest_kj_mol=148.74
C -0.276 -0.456 1.880 0.18 0.65 -0.11
C -0.496 -1.475 -1.387 0.06 -0.20 0.15
C -1.361 -1.568 -0.362 0.13 -0.34 0.94
C 0.118 1.875 1.309 0.55 0.40 -0.07
C 1.486 2.137 0.703 -0.09 0.07 0.16
N -0.254 0.578 1.175 -0.48 -0.93 -0.13
N -0.869 -1.177 -2.667 0.45 -0.06 -0.05
O 0.829 -1.719 -1.277 -0.23 0.12 -0.42
O -0.606 2.747 1.725 -0.07 0.13 0.18
S -0.811 -1.995 1.260 -0.27 -0.36 -0.70
H 0.062 -0.523 2.915 0.05 0.15 0.14
H -2.411 -1.380 -0.473 -0.18 0.10 -0.18
H 2.101 2.648 1.440 0.05 0.07 0.04
H 1.368 2.794 -0.155 0.00 0.05 -0.03
H 1.966 1.213 0.391 0.04 0.01 -0.03
H -1.742 -0.699 -2.798 0.04 0.03 0.03
H -0.114 -0.914 -3.280 -0.10 0.05 -0.04
H 1.008 -2.085 -0.399 -0.13 0.06 0.11

---

No. 2
18
Properties=species:S:1:pos:R:3:forces:R:3 method="wB97M-V/def2-TZVPD" mol_weight_da=160.20 e_tot_ha=-853.428033 max_force_ha_per_bohr=0.058 homo_ev=-8.532 lumo_energy_ev=0.6 de_lowest_kj_mol=302.84
C 3.097 0.832 -0.452 -0.04 1.60 -0.17
C 3.189 0.240 0.808 -0.79 0.62 -2.51
C 1.513 -0.552 -0.453 0.47 -0.32 1.43
C -2.232 0.738 -0.829 -1.09 1.98 1.95
C -1.196 0.307 0.158 -0.43 0.44 1.92
N 1.987 0.430 -1.158 0.68 -1.25 0.21
N 2.180 -0.726 0.755 0.09 1.20 -0.72
O -0.230 -2.224 0.382 0.99 -2.29 -0.22
O -1.500 -0.359 1.199 0.47 1.68 -1.87
S 0.098 -1.428 -0.942 0.10 -0.25 -0.59
H 3.603 1.626 -1.031 0.35 -0.37 1.40
H 3.657 0.658 1.687 0.22 -0.76 -0.01
H -1.901 0.703 -1.803 1.27 0.49 -2.17
H -2.944 -0.035 -0.821 -1.66 -0.60 0.38
H -2.691 1.821 -0.607 1.03 -2.54 -0.26
H -0.234 0.844 0.071 -0.32 -0.05 0.46
H 1.983 -1.342 1.512 -0.49 -0.47 0.09
H -0.688 -1.638 1.008 -0.85 0.90 0.68